Density functional theory data (wB97M-V/def2-TZVPD) for one molecule with the formula C19H21N5O.

Lowest unoccupied orbital energy (Eh): 0.029
Relative energy (zero: lowest compared OMol25 entry of this formula, charge and spin) (kJ/mol): 0.0
Highest occupied orbital energy (eV): -7.8313
Total charge: 0
2S+1: 1

Element x y z (Å)
C: 4.50127 2.96363 1.96783
H: 5.12069 2.08084 1.78189
O: 3.54938 2.72255 2.97813
C: 2.61188 1.76061 2.76676
C: 2.52614 0.98596 1.61790
C: 1.52492 0.03127 1.47519
C: 0.62047 -0.16526 2.50777
C: 0.71066 0.60242 3.65966
C: 1.68856 1.56331 3.79473
H: 1.76379 2.16952 4.68323
H: 0.00253 0.44545 4.45991
H: -0.15512 -0.91115 2.43848
C: 1.49615 -0.77040 0.17990
N: 1.83034 0.06634 -0.94387
C: 0.94823 0.64988 -1.77514
N: 1.56936 1.41150 -2.65689
C: 2.87617 1.26814 -2.31178
N: 3.09037 0.46348 -1.29193
N: 3.86825 1.97208 -2.93972
H: 4.78161 1.55410 -2.85737
H: 3.61894 2.26564 -3.87106
N: -0.37963 0.37006 -1.71762
H: -0.98370 1.04639 -2.15743
C: -0.86948 -0.28515 -0.51864
C: -2.23211 -0.88106 -0.76052
C: -3.18079 -0.89813 0.25196
C: -4.41708 -1.48306 0.04677
C: -4.73660 -2.06239 -1.17401
C: -3.78373 -2.04015 -2.18579
C: -2.54588 -1.46080 -1.98292
H: -1.81373 -1.45020 -2.77644
H: -4.01500 -2.48590 -3.14267
C: -6.08241 -2.67751 -1.40795
H: -6.55832 -2.94262 -0.46709
H: -6.72946 -1.97077 -1.92852
H: -5.99754 -3.56921 -2.02532
H: -5.14413 -1.48773 0.84622
H: -2.95055 -0.44950 1.20824
C: 0.13833 -1.39106 -0.16161
H: -0.23676 -1.99441 0.66205
H: 0.25291 -2.04057 -1.03200
H: -0.92766 0.42318 0.32551
H: 2.26278 -1.55511 0.24847
H: 3.23203 1.10962 0.81194
H: 4.02686 3.27376 1.03175
H: 5.12705 3.77241 2.34199

Density functional theory data (wB97M-V/def2-TZVPD) for C19H21O4SSn as an isolated structure at a distorted geometry.

Lowest unoccupied orbital energy (Eh): 0.089
Highest occupied orbital energy (eV): -3.5573
Total charge: -1
2S+1: 1

Element x y z (Å)
C: -2.04867 1.81126 -0.50468
C: -0.75422 2.50179 -0.66512
C: -0.06063 1.84026 -1.73005
H: -0.44145 3.42907 -0.18245
C: -0.84949 0.77344 -2.20095
C: -2.05003 0.73354 -1.44624
H: -2.93492 0.11826 -1.62260
H: -2.92489 2.03828 0.12922
H: 0.85892 2.18251 -2.16910
H: -0.62843 0.12190 -3.05030
C: 1.62716 -1.01734 1.76173
C: 0.60690 -0.49298 2.64044
C: -0.61368 -1.26763 2.37736
H: 0.68959 0.23479 3.46090
C: -0.28302 -2.22015 1.34723
C: 1.07696 -2.07395 1.01332
H: 1.64604 -2.71816 0.34034
H: 2.68752 -0.77999 1.78816
H: -1.56554 -1.15194 2.92193
H: -0.94563 -2.98275 0.95418
Sn: -0.55072 0.58813 0.83698
O: 2.05514 -1.53961 -2.86683
C: 3.03409 -0.61836 -3.42592
C: 2.38578 -1.67477 -4.28738
H: 2.66786 0.39794 -3.53652
H: 4.07525 -0.80039 -3.15969
H: 1.59809 -1.35370 -4.98701
H: 2.43658 -2.75100 -6.76830
C: 3.12008 -3.27769 -6.10161
C: 3.16845 -2.84954 -4.74715
C: 4.03144 -3.50583 -3.84507
H: 4.04467 -3.18311 -2.79253
C: 4.78787 -4.59377 -4.28682
H: 5.40280 -5.11402 -3.55278
C: 4.73588 -4.99867 -5.62524
H: 5.34251 -5.83909 -5.94477
C: 3.91617 -4.33045 -6.53763
H: 3.88724 -4.62642 -7.58108
C: -1.42611 1.66938 4.88109
S: -1.89202 2.38252 3.27682
O: -2.75504 1.46929 2.49042
O: -2.54513 3.62167 3.67231
O: -0.58764 2.50455 2.49427
H: -2.24908 1.86077 5.58182
H: -0.50579 2.11818 5.30562
H: -1.29795 0.58117 4.83453

Density functional theory data (wB97M-V/def2-TZVPD) for C19H22BrIrN as an isolated structure at a distorted geometry.

Lowest unoccupied orbital energy (alpha / beta) (Eh): 0.013 / -0.088
Relative energy (zero: lowest compared OMol25 entry of this formula, charge and spin) (kJ/mol): 0.0
Highest occupied orbital energy (alpha / beta) (eV): -6.1120 / -7.2881
Total charge: 0
2S+1: 6
<S²>: 8.781

Element x y z (Å)
C: 1.02337 1.15811 -1.87157
C: 1.21359 1.42187 -0.47274
C: 1.44636 0.17238 0.18958
H: 1.18398 2.42040 -0.05629
C: 1.44675 -0.86909 -0.77242
C: 1.29800 -0.26400 -2.06409
H: 1.41866 -0.78485 -3.01428
H: 0.87168 1.86640 -2.67663
H: 1.64197 0.03624 1.24128
H: 1.60542 -1.95846 -0.66477
Ir: -0.76969 0.03962 -1.30293
Br: -2.00034 1.88239 -0.25430
C: -2.60789 -0.48711 -2.25046
C: -1.45761 -1.22399 -2.80517
C: -0.78350 -0.33265 -3.71012
H: -1.30987 -2.31267 -2.76789
C: -1.42789 0.93727 -3.64153
C: -2.59750 0.80383 -2.86952
H: -3.35451 1.54881 -2.75026
H: -3.41493 -0.99475 -1.71942
H: 0.06910 -0.63357 -4.33121
H: -1.06486 1.82809 -4.14251
C: -3.25091 0.73143 3.12561
N: -1.92119 0.48411 3.55964
C: -1.75436 0.27575 4.98000
C: -0.85042 0.21085 2.62735
C: -0.93977 -1.09817 1.90414
C: -0.91844 -2.22864 2.74399
C: -1.15371 -3.50630 2.27532
C: -1.31239 -3.69160 0.90337
C: -1.26962 -2.56270 0.06151
C: -1.02520 -1.26246 0.50529
H: -3.82018 1.24336 3.91793
H: -3.77776 -0.21245 2.89381
H: -3.23489 1.34448 2.21447
H: -2.08907 -0.74237 5.29448
H: -0.68124 0.39691 5.26485
H: -2.37245 1.02701 5.54262
H: -0.82608 1.05702 1.92062
H: 0.07891 0.23369 3.25385
H: -0.69453 -2.10152 3.79990
H: -1.21387 -4.36799 2.93653
H: -1.47435 -4.68692 0.46074
H: -1.39371 -2.73011 -1.01275

- Look up the total charge of the first one.
  0